A structure of composition C34H51O2SSiTi at a distorted geometry, computed with ωB97M-V with the def2-TZVPD basis set.

CARTESIAN COORDINATES (ANGSTROEM)
Ti: -0.30 0.99 0.74
C: -2.19 3.31 -0.81
C: -1.17 3.03 0.27
C: -1.57 2.83 1.61
C: -3.03 2.98 1.96
C: -0.63 2.46 2.59
C: -1.05 2.31 4.03
C: 0.75 2.35 2.23
C: 1.78 1.98 3.27
C: 1.17 2.78 0.94
C: 2.65 2.89 0.67
C: 0.22 3.08 -0.06
C: 0.63 3.57 -1.43
H: -2.36 4.39 -0.91
H: -3.14 2.84 -0.59
H: -1.85 2.94 -1.77
H: -3.33 4.02 1.86
H: -3.26 2.65 2.97
H: -3.65 2.40 1.28
H: -1.55 1.36 4.24
H: -1.75 3.10 4.31
H: -0.21 2.40 4.71
H: 2.20 2.88 3.74
H: 2.61 1.43 2.83
H: 1.37 1.36 4.05
H: 3.05 3.73 1.24
H: 2.87 3.04 -0.38
H: 3.19 2.00 0.99
H: 0.71 2.75 -2.15
H: 1.59 4.07 -1.40
H: -0.10 4.28 -1.81
C: -5.41 0.00 1.16
C: -5.07 -1.43 0.76
C: -4.00 -1.56 -0.33
S: -2.29 -1.28 0.05
O: -2.20 0.18 0.60
C: -2.10 -2.37 1.50
C: -1.90 -1.63 2.83
C: -0.46 -1.23 3.12
H: -6.28 0.01 1.82
H: -5.65 0.61 0.28
H: -4.58 0.47 1.68
H: -5.95 -1.93 0.37
H: -4.78 -2.00 1.64
H: -4.20 -0.89 -1.17
H: -3.97 -2.57 -0.74
H: -1.24 -3.00 1.28
H: -2.98 -2.99 1.53
H: -2.26 -2.30 3.62
H: -2.56 -0.75 2.86
H: 0.19 -2.10 3.16
H: -0.39 -0.71 4.08
H: -0.04 -0.58 2.35
C: 4.04 -2.40 -1.10
C: 2.90 -1.92 -0.19
C: 3.46 -0.92 0.84
C: 2.34 -3.11 0.60
Si: 1.49 -1.20 -1.20
O: 0.44 -0.47 -0.13
C: 1.99 0.12 -2.43
C: 3.11 0.95 -2.21
C: 3.45 1.96 -3.09
C: 2.66 2.20 -4.22
C: 1.54 1.41 -4.45
C: 1.22 0.38 -3.57
C: 0.75 -2.60 -2.19
C: -0.20 -3.52 -1.72
C: -0.61 -4.60 -2.48
C: -0.08 -4.81 -3.74
C: 0.88 -3.94 -4.23
C: 1.29 -2.85 -3.46
H: 4.85 -2.82 -0.48
H: 4.47 -1.59 -1.69
H: 3.71 -3.18 -1.78
H: 4.04 -1.46 1.60
H: 2.67 -0.38 1.37
H: 4.13 -0.19 0.40
H: 3.14 -3.57 1.19
H: 1.93 -3.89 -0.06
H: 1.56 -2.81 1.30
H: 3.74 0.78 -1.35
H: 4.33 2.57 -2.91
H: 2.93 2.99 -4.91
H: 0.93 1.58 -5.32
H: 0.35 -0.23 -3.78
H: -0.61 -3.41 -0.72
H: -1.34 -5.30 -2.08
H: -0.40 -5.66 -4.34
H: 1.32 -4.10 -5.21
H: 2.04 -2.19 -3.87

Summary:
2S+1: 3
Highest occupied orbital energy (spin up / spin down): -9.8 / -11.3 eV
Energy: -82007.587 eV
Expectation value of S²: 2.00
Orbital gap (spin up / spin down): 7.5 / 8.6 eV
Energy relative to the best compared isomer or geometry (same formula, charge and spin): 0.4353 eV
Net charge: +1